Entry 1:
ORCA calculation (ωB97M-V with the def2-TZVPD basis set) on C41H65F2P2PbSi2 as an isolated structure at a distorted geometry.

Summary:
E_LUMO: 2.565 eV
E_HOMO: -2.95 eV
Charge: -1
Largest force on an atom: 0.025 hartree/bohr
Energy relative to the best compared isomer or geometry (same formula, charge and spin): 0.00 kJ/mol

CARTESIAN COORDINATES (ANGSTROEM)
Pb -0.792 0.125 -1.483
C 0.679 -0.835 3.142
Si -0.233 -0.122 1.565
C 0.666 1.602 1.726
C 0.240 2.615 2.593
C 0.885 3.835 2.692
C 2.006 4.091 1.920
C 2.485 3.107 1.075
C 1.846 1.867 0.978
P 2.580 0.522 -0.028
C 4.030 0.059 1.080
C 5.004 1.117 1.598
C 6.007 0.477 2.563
C 6.766 -0.658 1.879
C 5.792 -1.724 1.380
C 4.773 -1.108 0.420
C 3.286 1.368 -1.575
C 4.688 1.984 -1.615
C 4.968 2.492 -3.034
C 3.975 3.592 -3.468
C 2.806 3.714 -2.490
C 2.224 2.341 -2.160
C -2.042 0.041 2.249
C -2.513 0.648 3.413
C -3.860 0.649 3.747
C -4.783 0.039 2.911
C -4.351 -0.590 1.754
C -2.996 -0.600 1.430
P -2.326 -1.522 0.000
C -3.830 -2.111 -0.985
C -4.500 -0.895 -1.633
C -5.621 -1.289 -2.594
C -5.088 -2.227 -3.675
C -4.461 -3.458 -3.026
C -3.320 -3.031 -2.103
C -1.853 -3.192 0.755
C -2.111 -3.297 2.258
C -1.748 -4.692 2.773
C -0.303 -5.052 2.432
C -0.073 -4.966 0.925
C -0.408 -3.566 0.412
H 0.595 -0.134 3.979
H 0.290 -1.800 3.472
H 1.744 -0.969 2.942
H -0.641 2.448 3.201
H 0.509 4.599 3.363
H 2.508 5.050 1.979
H 3.371 3.301 0.485
H 3.499 -0.340 1.953
H 5.557 1.571 0.774
H 4.450 1.904 2.112
H 6.710 1.234 2.922
H 5.474 0.082 3.434
H 7.327 -0.258 1.028
H 7.486 -1.103 2.573
H 6.335 -2.531 0.880
H 5.262 -2.160 2.234
H 5.288 -0.758 -0.481
H 4.043 -1.861 0.111
H 3.335 0.501 -2.247
H 4.799 2.809 -0.909
H 5.432 1.225 -1.368
H 5.993 2.868 -3.087
H 4.904 1.641 -3.718
H 4.489 4.553 -3.541
H 3.582 3.364 -4.462
H 3.135 4.212 -1.575
H 2.021 4.337 -2.924
H 1.404 2.473 -1.453
H 1.793 1.921 -3.074
H -1.813 1.113 4.099
H -4.195 1.118 4.666
H -5.837 0.043 3.163
H -5.074 -1.067 1.104
H -4.545 -2.661 -0.358
H -4.884 -0.218 -0.867
H -3.735 -0.349 -2.196
H -6.428 -1.785 -2.043
H -6.037 -0.389 -3.054
H -5.894 -2.521 -4.353
H -4.321 -1.710 -4.258
H -5.222 -3.998 -2.449
H -4.078 -4.137 -3.792
H -2.822 -3.917 -1.699
H -2.578 -2.484 -2.695
H -2.512 -3.919 0.268
H -1.529 -2.547 2.793
H -3.164 -3.097 2.468
H -1.893 -4.726 3.856
H -2.421 -5.432 2.325
H 0.373 -4.357 2.938
H -0.072 -6.058 2.794
H 0.967 -5.209 0.693
H -0.707 -5.705 0.421
H 0.272 -2.837 0.861
H -0.268 -3.521 -0.672
F -1.693 1.110 -4.673
C -1.087 0.018 -4.021
F -1.782 -1.102 -4.533
H -0.088 -0.055 -4.491
C -1.420 3.879 -1.873
Si -2.359 2.347 -1.199
C -4.036 2.516 -2.115
C -2.803 2.885 0.581
H -2.071 4.756 -1.891
H -1.064 3.708 -2.892
H -0.553 4.124 -1.252
H -4.348 3.564 -2.149
H -4.835 1.952 -1.628
H -3.959 2.160 -3.145
H -3.274 3.872 0.599
H -1.910 2.932 1.206
H -3.490 2.179 1.053

---

Entry 2:
ORCA calculation (ωB97M-V with the def2-TZVPD basis set) on C5H11N4S as an isolated structure.

Summary:
E_LUMO: -3.818 eV
E_HOMO: -12.38 eV
Charge: +1
Largest force on an atom: 0.019 hartree/bohr
Energy relative to the best compared isomer or geometry (same formula, charge and spin): 153.38 kJ/mol

CARTESIAN COORDINATES (ANGSTROEM)
C -1.133 0.251 -0.088
C 0.011 -0.302 -0.504
C 1.324 -0.397 0.199
C -0.869 0.546 2.294
C 0.082 -0.873 -1.893
N -1.499 0.772 1.150
N 2.113 0.688 0.123
N 1.921 -1.600 0.197
N -2.768 1.353 1.139
S 0.563 -0.259 2.456
H -1.962 0.284 -0.781
H -1.355 0.902 3.196
H -0.763 -0.547 -2.490
H 0.073 -1.962 -1.857
H 1.005 -0.570 -2.385
H 3.051 0.654 0.495
H 1.351 -2.428 0.269
H 2.849 -1.681 0.585
H -3.115 1.522 2.076
H -2.789 2.207 0.586
H 1.705 1.604 0.040

---

Entry 3:
ORCA calculation (ωB97M-V with the def2-TZVPD basis set) on a 2-piece molecular cluster, C23H28FOSi overall at a distorted geometry.

Summary:
E_LUMO: -6.017 eV
E_HOMO: -10.95 eV
Charge: +1
Largest force on an atom: 0.040 hartree/bohr
Energy relative to the best compared isomer or geometry (same formula, charge and spin): 0.00 kJ/mol

CARTESIAN COORDINATES (ANGSTROEM)
F 6.265 1.729 3.471
C 4.934 1.400 3.428
C 4.577 0.052 3.453
C 3.228 -0.258 3.423
C 2.209 0.747 3.349
C 0.864 0.296 3.281
C -0.366 0.991 3.386
C -1.559 0.197 3.356
C -2.818 0.771 3.382
C -2.957 2.169 3.445
C -1.811 2.971 3.506
C -0.542 2.401 3.513
C 2.651 2.101 3.307
C 4.001 2.430 3.361
H 5.339 -0.724 3.497
H 2.913 -1.303 3.442
H 0.766 -0.793 3.306
H -1.445 -0.886 3.307
H -3.706 0.138 3.353
H -3.947 2.625 3.454
H -1.904 4.057 3.557
H 0.315 3.054 3.620
H 1.935 2.907 3.203
H 4.319 3.471 3.345
C -1.369 -2.968 -4.998
C -0.385 -2.324 -4.012
Si -1.168 -1.053 -2.882
C -1.880 0.358 -3.878
C -0.851 1.079 -4.750
C -2.489 -1.841 -1.821
C -1.978 -2.991 -0.951
C 0.108 -0.339 -1.726
C 1.458 -0.581 -1.564
C 1.924 0.271 -0.522
C 0.827 0.981 -0.086
O -0.279 0.634 -0.805
H -0.848 -3.701 -5.628
H -2.180 -3.499 -4.481
H -1.826 -2.226 -5.666
H 0.085 -3.099 -3.387
H 0.435 -1.838 -4.562
H -2.716 -0.026 -4.481
H -2.312 1.059 -3.147
H -1.330 1.898 -5.302
H -0.052 1.520 -4.139
H -0.382 0.410 -5.483
H -2.890 -1.036 -1.186
H -3.311 -2.169 -2.474
H -2.800 -3.407 -0.354
H -1.551 -3.808 -1.547
H -1.205 -2.647 -0.251
H 2.016 -1.306 -2.152
H 2.940 0.333 -0.150
H 0.749 1.775 0.644

---

Entry 4:
ORCA calculation (ωB97M-V with the def2-TZVPD basis set) on a 7-piece molecular cluster, C77H50F8O12S overall at a distorted geometry.

Summary:
E_LUMO: -1.361 eV
E_HOMO: -8.76 eV
Charge: 0
Largest force on an atom: 0.047 hartree/bohr
Energy relative to the best compared isomer or geometry (same formula, charge and spin): 0.00 kJ/mol

CARTESIAN COORDINATES (ANGSTROEM)
C -0.647 -6.367 -1.353
C -0.333 -7.807 -0.885
C 0.846 -8.480 -1.634
F 0.564 -8.708 -2.947
F 1.992 -7.780 -1.453
F 0.142 -7.711 0.393
F -1.413 -8.597 -0.926
O -1.901 -5.972 -0.861
C -1.996 -4.680 -0.386
C -3.399 -4.413 0.146
F -3.579 -3.091 0.390
F -4.380 -4.887 -0.640
F -1.116 -4.574 0.645
F -1.674 -3.808 -1.372
H -0.660 -6.322 -2.442
H 0.222 -5.844 -0.954
H 0.986 -9.475 -1.183
H -3.395 -4.930 1.118
C -3.526 0.602 -0.080
S -2.795 0.487 -1.737
O -2.963 1.793 -2.496
C -1.039 0.128 -1.253
H -3.821 -0.395 0.239
H -4.436 1.197 0.017
H -2.809 1.149 0.536
H -0.931 -0.868 -0.824
H -0.740 0.930 -0.579
H -0.346 0.131 -2.096
C 1.552 -6.078 2.982
C 2.419 -5.088 2.556
C 2.012 -3.760 2.703
C 0.789 -3.425 3.198
C -0.141 -4.455 3.516
C 0.271 -5.773 3.472
C -1.569 -4.068 3.826
O -2.360 -4.967 4.049
C -1.980 -2.691 3.523
C -3.337 -2.366 3.443
C -3.764 -1.055 3.377
C -2.794 -0.082 3.348
C -1.447 -0.370 3.293
C -0.984 -1.690 3.458
C 0.462 -1.982 3.460
O 1.335 -1.153 3.451
H 1.857 -7.116 3.017
H 3.404 -5.439 2.279
H 2.726 -2.962 2.523
H -0.381 -6.576 3.786
H -4.085 -3.142 3.348
H -4.829 -0.872 3.362
H -3.065 0.969 3.331
H -0.812 0.506 3.234
C -0.713 5.485 -2.488
C -0.860 4.189 -2.951
C 0.111 3.258 -2.655
C 1.370 3.601 -2.201
C 1.585 4.960 -1.855
C 0.516 5.846 -1.936
C 2.914 5.391 -1.353
O 3.094 6.514 -0.936
C 4.018 4.380 -1.376
C 5.325 4.811 -1.120
C 6.398 3.953 -1.214
C 6.176 2.609 -1.632
C 4.883 2.192 -1.871
C 3.818 3.079 -1.856
C 2.453 2.570 -2.204
O 2.270 1.452 -2.631
H -1.514 6.204 -2.590
H -1.775 3.910 -3.455
H -0.006 2.272 -3.091
H 0.741 6.899 -1.810
H 5.471 5.850 -0.852
H 7.435 4.173 -1.009
H 7.069 2.003 -1.597
H 4.779 1.150 -2.137
C 9.284 -3.854 0.739
C 9.481 -2.581 0.233
C 8.471 -1.908 -0.442
C 7.183 -2.442 -0.538
C 6.953 -3.708 0.025
C 8.020 -4.426 0.579
C 5.616 -4.389 -0.024
O 5.444 -5.518 0.365
C 4.483 -3.571 -0.564
C 3.184 -4.074 -0.554
C 2.122 -3.298 -0.984
C 2.310 -1.980 -1.391
C 3.608 -1.558 -1.548
C 4.717 -2.290 -1.106
C 6.066 -1.696 -1.205
O 6.283 -0.606 -1.685
H 10.031 -4.345 1.345
H 10.438 -2.100 0.392
H 8.675 -0.968 -0.936
H 7.787 -5.365 1.064
H 3.040 -5.043 -0.095
H 1.133 -3.714 -1.128
H 1.562 -1.250 -1.662
H 3.811 -0.605 -2.023
C -0.350 4.366 1.225
C 0.008 5.123 2.334
C 0.995 4.611 3.157
C 1.658 3.421 2.857
C 1.177 2.626 1.806
C 0.171 3.098 0.979
C 1.879 1.307 1.515
O 1.335 0.495 0.806
C 3.329 1.233 1.879
C 4.224 0.401 1.255
C 5.580 0.484 1.534
C 6.029 1.218 2.617
C 5.133 2.070 3.294
C 3.791 2.031 2.947
C 2.873 3.028 3.589
O 3.254 3.620 4.582
H -0.880 4.759 0.363
H -0.418 6.105 2.480
H 1.349 5.193 3.999
H -0.093 2.503 0.116
H 3.917 -0.275 0.464
H 6.256 -0.114 0.933
H 7.080 1.242 2.871
H 5.478 2.751 4.057
C -5.051 4.432 -2.026
C -5.477 5.742 -2.260
C -6.834 5.992 -2.335
C -7.802 4.989 -2.199
C -7.376 3.668 -2.091
C -5.999 3.431 -2.020
C -8.372 2.559 -2.101
O -8.006 1.400 -2.060
C -9.804 2.893 -2.142
C -10.775 1.902 -1.992
C -12.118 2.195 -1.856
C -12.526 3.518 -1.928
C -11.589 4.559 -2.025
C -10.246 4.218 -2.147
C -9.261 5.346 -2.169
O -9.642 6.494 -2.124
H -4.017 4.201 -1.807
H -4.783 6.537 -2.502
H -7.168 7.023 -2.362
H -5.547 2.446 -2.000
H -10.479 0.864 -1.911
H -12.837 1.399 -1.724
H -13.577 3.764 -1.844
H -11.885 5.595 -1.986

---

Entry 5:
ORCA calculation (ωB97M-V with the def2-TZVPD basis set) on an isolated ion of composition C5H6NO and charge -1 at a distorted geometry.

Summary:
E_LUMO: 4.353 eV
E_HOMO: -1.27 eV
Charge: -1
Largest force on an atom: 0.051 hartree/bohr
Energy relative to the best compared isomer or geometry (same formula, charge and spin): 43.30 kJ/mol

CARTESIAN COORDINATES (ANGSTROEM)
C -0.145 -2.014 0.025
C -0.158 -0.671 0.261
C 1.094 0.157 0.050
C 0.607 1.593 0.107
C -0.748 1.493 0.038
N -1.232 0.240 0.227
O -2.472 -0.117 0.088
H -0.859 -2.843 0.008
H 0.834 -2.365 -0.236
H 1.413 0.068 -0.980
H 1.929 -0.184 0.654
H 1.203 2.366 -0.247
H -1.466 2.276 0.004

---

Entry 6:
ORCA calculation (ωB97M-V with the def2-TZVPD basis set) on C3H5ErLiO3 as an isolated structure at a distorted geometry.

Summary:
E_LUMO (spin up / spin down): -3.630 / -3.720 eV
E_HOMO (spin up / spin down): -9.40 / -10.28 eV
2S+1: 4
Charge: +1
Largest force on an atom: 0.119 hartree/bohr

CARTESIAN COORDINATES (ANGSTROEM)
O -3.216 3.687 0.758
C -2.082 3.664 0.067
C -3.491 5.007 1.247
O -1.333 2.674 0.135
O -1.505 4.879 0.052
C -2.264 5.819 0.823
Er -1.455 0.942 -3.650
H -3.612 4.946 2.334
H -4.421 5.364 0.792
H -1.646 6.158 1.661
H -2.514 6.660 0.165
Li 0.283 2.986 -0.822
H -1.462 2.807 -2.038

---

Entry 7:
ORCA calculation (ωB97M-V with the def2-TZVPD basis set) on a 2-piece molecular cluster, C35H44N4O3P overall at a distorted geometry.

Summary:
E_LUMO: -4.544 eV
E_HOMO: -8.12 eV
Charge: +1
Largest force on an atom: 0.070 hartree/bohr

CARTESIAN COORDINATES (ANGSTROEM)
C 0.619 -3.129 -1.584
O 1.226 -2.014 -0.892
C 2.335 -2.209 -0.148
C 3.065 -3.407 -0.035
C 4.191 -3.434 0.785
C 4.608 -2.308 1.491
C 3.918 -1.093 1.325
O 4.265 0.121 1.822
C 5.418 0.192 2.681
C 2.761 -1.089 0.562
N 2.092 0.156 0.335
C 0.757 0.403 0.486
C -0.171 -0.498 1.172
C -1.544 -0.063 1.199
C -2.578 -1.070 1.075
C -3.989 -0.530 0.960
C -4.800 -1.107 -0.015
C -6.096 -0.629 -0.231
C -6.595 0.427 0.547
C -5.778 0.998 1.537
C -4.452 0.557 1.706
O 0.237 -1.594 1.625
N 0.532 1.639 -0.037
C -0.714 2.388 -0.110
C 1.733 2.183 -0.460
C 2.700 1.282 -0.201
H -0.196 -2.669 -2.145
H 1.333 -3.610 -2.266
H 0.227 -3.859 -0.864
H 2.737 -4.288 -0.587
H 4.766 -4.354 0.870
H 5.474 -2.326 2.141
H 5.441 1.223 3.017
H 5.321 -0.480 3.543
H 6.344 -0.041 2.139
H -1.799 0.931 1.579
H -2.367 -1.774 0.246
H -4.371 -1.904 -0.633
H -6.698 -1.065 -1.033
H -7.616 0.792 0.374
H -6.160 1.822 2.144
H -3.782 1.105 2.379
H -0.589 3.223 -0.817
H -1.525 1.742 -0.465
H -0.976 2.814 0.873
H 1.804 3.158 -0.901
H 3.763 1.318 -0.312
C -1.187 2.057 4.647
C -1.256 0.889 5.629
C -0.026 0.018 5.386
C -1.279 1.374 7.073
N -2.453 0.046 5.453
P -2.516 -1.515 6.122
H -2.426 -1.626 2.016
N -3.975 -1.731 5.295
C -4.648 -3.044 5.235
C -5.337 -3.280 6.574
C -3.580 -4.110 5.012
C -5.651 -3.125 4.081
C -4.682 -0.507 5.273
C -3.765 0.565 5.375
C -4.198 1.855 5.646
C -5.584 2.072 5.778
C -6.491 1.009 5.677
C -6.044 -0.305 5.443
H -2.041 2.741 4.682
H -0.295 2.643 4.918
H -1.059 1.717 3.609
H -0.016 -0.874 6.020
H 0.027 -0.302 4.339
H 0.881 0.596 5.610
H -1.448 0.516 7.739
H -0.331 1.865 7.328
H -2.098 2.087 7.218
H -6.197 -2.613 6.696
H -5.696 -4.316 6.627
H -4.630 -3.093 7.393
H -3.129 -3.997 4.021
H -2.787 -4.073 5.767
H -4.041 -5.106 5.058
H -5.174 -2.959 3.104
H -6.062 -4.146 4.091
H -6.502 -2.441 4.169
H -3.502 2.676 5.830
H -5.955 3.076 6.012
H -7.560 1.189 5.827
H -6.753 -1.134 5.481

---

Entry 8:
ORCA calculation (ωB97M-V with the def2-TZVPD basis set) on C9H16O in the gas phase at a distorted geometry.

Summary:
E_LUMO: 0.766 eV
E_HOMO: -8.89 eV
Charge: 0
Largest force on an atom: 0.042 hartree/bohr
Energy relative to the best compared isomer or geometry (same formula, charge and spin): 60.78 kJ/mol

CARTESIAN COORDINATES (ANGSTROEM)
C -1.760 -1.272 -1.505
C -1.612 -0.078 -0.953
C -2.774 0.762 -0.518
C -0.210 0.585 -0.826
C 0.536 0.197 0.461
C -0.202 -0.762 1.395
C 0.904 1.458 1.240
C 1.842 -0.560 -0.036
C 3.094 -0.130 0.062
O 1.542 -1.767 -0.605
H -0.908 -1.861 -1.800
H -2.734 -1.703 -1.682
H -2.648 1.098 0.510
H -2.850 1.650 -1.148
H -3.709 0.211 -0.599
H 0.361 0.329 -1.718
H -0.362 1.664 -0.847
H -1.080 -0.288 1.826
H -0.492 -1.670 0.875
H 0.461 -1.050 2.210
H 1.546 1.211 2.084
H 1.425 2.177 0.613
H 0.001 1.927 1.625
H 3.924 -0.748 -0.260
H 3.348 0.824 0.480
H 2.357 -2.203 -0.886